Entry from OMol25: a cluster of 7 separate species, C16H36O26S7 in total (ωB97M-V with the def2-TZVPD basis set).

CARTESIAN COORDINATES (ANGSTROEM)
1 H -0.3121 0.3821 1.3744
2 H -1.9019 2.9513 6.0369
3 O -4.0598 1.2506 -2.1230
4 H 3.0319 -0.8323 1.1594
5 O -5.3433 2.6003 -0.4977
6 O 2.1053 3.9887 2.5401
7 H -2.9953 -2.5987 -2.1971
8 H -2.3060 0.7927 -0.2350
9 C 3.2066 -3.9946 -0.4945
10 C 0.2971 -2.1083 -7.2498
11 H -1.7376 6.0483 1.6530
12 O 4.2279 2.7207 2.0792
13 C -4.8805 1.1085 1.1336
14 C -2.3159 5.1525 1.8876
15 H 6.1015 2.5706 2.8385
16 O 0.8552 -0.1901 -0.2386
17 C 5.0772 -0.4720 1.5585
18 O -0.5740 -5.7701 -0.7878
19 H -1.4499 5.0478 3.7600
20 H -4.9385 3.2794 1.3507
21 H 4.9983 0.4872 1.0411
22 O -6.5310 1.0610 -2.0072
23 O -2.4467 -4.1825 -0.8088
24 C -1.7085 4.3186 2.9811
25 S -1.9568 -5.6853 -1.1343
26 H 0.3068 1.6572 0.3590
27 O -1.6730 1.3996 2.9036
28 H -2.3307 4.6067 0.9382
29 H -1.1887 0.9257 -1.5538
30 S 2.7918 2.7396 2.7783
31 H -0.5388 -0.4122 -6.4078
32 H 6.1074 -0.7846 1.3851
33 H 4.4452 4.4789 4.5070
34 O 0.7920 -1.2264 -5.0723
35 C -0.2831 -1.3827 -5.9744
36 H 3.2165 -4.1260 0.5809
37 H -1.1446 -1.8420 -5.5043
38 O 3.0477 -2.2860 -4.9502
39 H -4.1530 0.7401 1.8589
40 O -1.3131 -0.9429 -0.8547
41 C -4.5592 2.5156 0.6796
42 H -3.4905 2.6422 0.4928
43 O -2.8621 -6.6406 -0.5737
44 H -4.1902 -5.0677 -3.0840
45 O 2.6748 -0.3320 -6.4600
46 O 2.0975 1.5059 2.5771
47 H -0.4465 2.5693 5.0344
48 O 5.7745 -3.4390 -0.0235
49 C 5.2732 3.2761 2.8583
50 H 5.6105 4.2044 2.4025
51 C -0.1342 0.6637 0.3357
52 C -3.1960 -4.6190 -3.0329
53 O 0.6954 -1.7392 -2.1250
54 S -2.4634 1.9784 3.9621
55 H -0.2292 -3.0398 -7.4578
56 O 4.1634 -1.5954 -0.3389
57 C 4.6985 3.4425 4.2800
58 O 3.4754 2.7092 4.2745
59 H -0.7559 3.8595 2.7220
60 H -2.9692 -4.2118 -4.0137
61 O -5.0792 0.3060 -0.0132
62 H -3.3300 5.4785 2.1085
63 C -1.3319 0.4573 -0.5750
64 S -5.2800 1.2633 -1.3736
65 H 4.0417 -2.3319 1.6053
66 C 3.9641 -1.3828 1.0780
67 H -5.7823 1.1332 1.7534
68 H 2.4173 -3.3042 -0.7787
69 O 4.8451 -2.9002 -2.2817
70 C -1.4124 2.2273 5.3923
71 O 0.1712 -2.6209 0.1520
72 S 0.2132 -1.5657 -0.7987
73 H -1.3843 1.2589 5.8894
74 S 4.6560 -3.0346 -0.8707
75 H -4.2213 -3.5833 -1.4366
76 H 3.2430 -4.8333 -1.1826
77 H 5.0281 -0.2479 2.6288
78 S 2.2253 -1.5171 -5.8019
79 O 1.5988 -2.5056 -6.8726
80 C -3.2220 -3.6114 -1.8703
81 O -2.7677 3.5207 3.5659
82 H 5.4110 3.1289 5.0374
83 H 0.2199 -1.4844 -8.1374
84 O -2.1653 -5.5434 -2.7319
85 O -3.7507 1.5390 4.3902

The value obtained for the HOMO energy is -10.380 eV. As for the structure (SMILES): CCOS(C)(=O)=O.CCOS(C)(=O)=O.O=S1(=O)OCCO1.O=S1(=O)OCCO1.O=S1(=O)OCCO1.O=S1(=O)OCCO1.O=S1(=O)OCCO1. The total charge is 0.

=====

Entry from OMol25: the ion CH2N3O3 with charge -1 (ωB97M-V with the def2-TZVPD basis set).

CARTESIAN COORDINATES (ANGSTROEM)
1 O 2.4121 -0.9426 0.5336
2 H -0.4705 -0.3302 -0.7014
3 N 0.2256 -0.7062 -0.1453
4 H 0.3975 -1.6165 -0.4879
5 N 3.5618 -0.3966 0.1790
6 C 1.3569 0.0945 -0.2157
7 N 1.8167 1.0216 -0.6612
8 O 4.0644 0.3895 0.9761
9 O 4.0293 -0.6528 -0.9091

For the energy above the lowest of the compared OMol25 structures with the same formula, charge and spin, the calculation gives 102.9 kcal/mol. The value obtained for the HOMO energy is -3.908 eV. The total charge is -1.

=====

Max |F| values (in eV/A) by entry order: 2.7 7.1.